(1)
Computed, not measured: a structure of composition C7H10 at a distorted geometry, with ωB97M-V with the def2-TZVPD basis set.

The geometry in XYZ format:
```
17
Properties=species:S:1:pos:R:3:forces:R:3:lowdin_charge:R:1
C -2.011 -0.377 0.032 0.244 -0.269 -0.065 -0.077
C -1.482 0.837 -0.686 0.177 0.289 -0.048 -0.095
C -0.521 -0.175 -0.182 0.339 0.708 0.180 -0.316
C 1.002 -1.041 -0.993 -1.369 1.042 0.187 0.035
C 1.639 -0.692 0.328 -0.188 -0.236 0.128 -0.275
C 1.642 0.784 0.621 0.101 0.164 0.054 -0.080
C 0.436 -0.039 0.946 -0.194 0.217 0.480 -0.234
H -2.607 -1.095 -0.526 0.238 0.078 -0.049 0.101
H -2.358 -0.238 1.060 0.256 -0.148 -0.247 0.106
H -1.683 0.888 -1.755 0.155 -0.029 0.191 0.108
H -1.470 1.796 -0.179 -0.151 0.020 -0.044 0.106
H -0.117 -1.312 -0.966 0.777 -1.575 -0.444 0.077
H 1.283 -0.376 -1.809 -0.212 -0.259 -0.176 0.071
H 2.311 -1.352 0.876 -0.130 0.075 -0.275 0.125
H 1.604 1.480 -0.218 -0.050 -0.142 0.183 0.110
H 2.201 1.136 1.482 0.051 -0.157 -0.150 0.100
H 0.132 -0.221 1.968 -0.043 0.221 0.094 0.138
```
Forces are in eV/Å.

(2)
Computed, not measured: the ion C3H3N2O2S with charge -1 at a distorted geometry, with ωB97M-V with the def2-TZVPD basis set.

* charge: -1
* structure (SMILES): C[N-]SC(=O)N=C=O

The geometry in XYZ format:
```
11
Properties=species:S:1:pos:R:3:forces:R:3:lowdin_charge:R:1
C -1.563 -0.662 0.862 0.623 -0.156 0.948 -0.341
C -0.896 -0.833 -1.541 1.261 1.988 -0.796 -0.815
C 1.330 0.788 0.711 -0.143 -0.086 -1.955 -0.282
N -1.316 -1.028 -0.235 -1.136 -0.719 0.250 0.174
N 0.758 1.242 -0.587 0.745 2.519 3.924 -0.641
O -1.740 -0.481 2.017 -0.276 0.259 -0.445 0.099
O -1.374 -1.343 -2.527 -0.646 -1.099 0.074 -0.070
S 0.461 0.297 -1.719 -0.234 -2.727 -3.550 0.765
H 2.399 1.065 0.832 -0.469 0.096 0.071 0.044
H 0.682 1.262 1.424 0.185 -0.014 1.045 0.031
H 1.258 -0.306 0.764 0.091 -0.059 0.434 0.036
```
Forces are in eV/Å.

(3)
Computed, not measured: the molecule C5H4O2, with ωB97M-V with the def2-TZVPD basis set.

The geometry in XYZ format:
```
11
Properties=species:S:1:pos:R:3:forces:R:3:lowdin_charge:R:1
O 2.382 0.318 0.244 -0.679 -0.067 0.006 0.143
C 1.189 0.189 0.169 0.491 0.118 0.053 -0.311
C 0.104 0.696 1.108 -0.045 -0.066 0.016 -0.157
C -1.237 0.135 0.735 0.382 -0.061 -0.217 0.095
C -1.030 -0.525 -0.597 -0.096 -0.030 0.093 -0.157
C 0.447 -0.583 -0.955 0.107 -0.286 -0.439 -0.312
O 0.979 -1.125 -1.888 -0.286 0.295 0.500 0.143
H 0.339 0.563 2.170 -0.044 0.052 -0.109 0.129
H -0.007 1.790 1.000 -0.018 -0.105 -0.011 0.150
H -1.601 0.069 -1.332 0.106 -0.018 0.094 0.146
H -1.528 -1.505 -0.641 0.083 0.168 0.014 0.132
```
Forces are in eV/Å.

HOMO energy values (in eV) by entry order: -7.938 -2.533 -8.799.
Energy relative to the best compared isomer or geometry (same formula, charge and spin) values (in kcal/mol) by entry order: 127.17 46.16 85.22.